Entry 1:
{"formula": "CHCl2NO", "method": "the ωB97M-V functional and the def2-TZVPD basis", "elements": ["O", "N", "C", "Cl", "Cl", "H"], "positions_angstrom": [[1.1459, 2.0088, -0.8343], [1.0268, 0.8372, -0.5659], [1.3275, -0.1725, -0.0257], [1.1300, -1.7913, 0.2343], [-2.9066, -0.3973, 0.3584], [-1.7235, -0.4848, 0.8332]], "forces_ev_per_angstrom": [[-0.878, -0.334, -0.530], [1.873, 0.060, 1.357], [-0.978, 0.096, -0.788], [-0.029, 0.180, -0.047], [-0.011, -0.005, -0.027], [0.023, 0.003, 0.035]], "lowdin_charge": [0.01, -0.17, -0.55, 0.72, 0.29, -0.29], "homo_ev": -10.04, "orbital_gap_ev": 9.7, "lumo_ev": -0.3675, "smiles": "[O-][N+]#CCl.Cl", "e_above_lowest_kj_mol": 129.9}

=====

Entry 2:
{"formula": "C49H55BF3INO19S", "method": "the ωB97M-V functional and the def2-TZVPD basis", "elements": ["C", "C", "C", "C", "C", "C", "O", "S", "O", "O", "C", "B", "O", "O", "C", "O", "O", "C", "I", "N", "C", "O", "F", "C", "O", "F", "C", "C", "C", "C", "C", "C", "C", "C", "C", "O", "C", "C", "O", "C", "F", "C", "C", "H", "H", "H", "H", "H", "H", "H", "H", "H", "H", "H", "H", "H", "H", "H", "H", "H", "H", "H", "H", "H", "H", "H", "H", "H", "H", "H", "H", "H", "H", "H", "H", "H", "H", "H", "H", "H", "H", "H", "C", "C", "C", "O", "C", "C", "C", "O", "H", "H", "H", "H", "C", "C", "C", "O", "C", "C", "C", "O", "H", "H", "H", "H", "C", "C", "C", "O", "C", "C", "C", "O", "H", "H", "H", "H", "C", "C", "C", "O", "C", "C", "C", "O", "H", "H", "H", "H"], "positions_angstrom": [[3.1753, -0.1895, 3.1451], [3.3823, 0.9836, 2.0234], [2.6606, 0.4873, 0.6828], [1.7780, 1.5648, -0.1183], [0.6789, 2.3738, 0.6795], [-0.6107, 1.7280, 1.2943], [-0.0585, 0.7323, 2.2575], [-1.1430, 0.8329, 3.5160], [-0.9017, -0.4668, 4.3005], [-0.5568, 1.8905, 4.4462], [-2.9179, 1.0894, 3.0351], [-3.5474, -0.2674, 3.7634], [-3.7274, -0.2030, 5.2208], [-3.8809, -1.4963, 3.1363], [-3.6710, 2.2536, 3.9117], [-3.1050, 3.2220, 4.5046], [-5.0640, 2.1866, 4.1736], [-3.2296, 1.2398, 1.4220], [-3.7443, 3.4277, 1.2434], [-4.4022, 0.5302, 0.9932], [-5.7354, 0.7516, 1.5951], [-6.3387, -0.3087, 1.9588], [-6.5554, 1.8882, 1.6717], [-4.8858, 0.3980, -0.3642], [-4.9855, -0.6489, -1.0594], [-5.5067, 1.5571, -0.9871], [-1.8536, 1.1244, 0.4862], [-1.8090, -0.5050, 0.3049], [-0.4806, -1.2827, 0.0098], [0.0674, -2.2612, 1.2022], [-0.9950, -3.3340, 1.7297], [-2.1154, -3.8015, 0.6848], [-2.8466, -5.0999, 1.3617], [-3.9886, -5.7560, 0.4332], [-4.4443, -4.8454, -0.8079], [-5.6485, -5.4417, -1.3728], [-6.2202, -4.5423, -2.3272], [-5.4346, -4.3089, -3.7043], [-7.2964, -3.9500, -2.0704], [-1.9909, 1.8075, -0.9509], [-1.5250, 3.2020, -1.0827], [-1.3437, 1.0417, -2.2077], [-2.4433, 0.1961, -3.0866], [2.1563, -0.1137, 3.6694], [4.0344, -0.2026, 3.9016], [3.1869, -1.2353, 2.6404], [3.1096, 2.0216, 2.4024], [4.5304, 1.0002, 1.8434], [3.5122, 0.1764, -0.0456], [2.1133, -0.4904, 0.9265], [2.5417, 2.3497, -0.5143], [1.4225, 1.0330, -1.0882], [1.2621, 2.7406, 1.6274], [0.5591, 3.3903, 0.1291], [-0.9856, 2.5889, 1.9946], [-4.7132, -0.1759, 5.3191], [-4.2898, -2.0814, 3.8332], [-2.3053, -1.0157, 1.2225], [-2.5263, -0.7828, -0.5667], [0.4341, -0.7139, -0.3605], [-0.6787, -2.0514, -0.8461], [0.9195, -2.8676, 0.6898], [0.5663, -1.7005, 2.0602], [-0.3976, -4.2831, 2.0315], [-1.4686, -2.9419, 2.7114], [-2.9299, -2.9788, 0.6029], [-1.7433, -4.0083, -0.3778], [-2.0096, -5.8844, 1.4868], [-3.2554, -4.7572, 2.3883], [-4.9209, -5.8921, 1.1102], [-3.6931, -6.8332, 0.1207], [-3.5559, -4.8010, -1.5374], [-4.6716, -3.7743, -0.4602], [-6.1026, -3.6345, -4.3527], [-5.3429, -5.3124, -4.2758], [-4.4194, -3.8510, -3.4497], [-3.0813, 1.9888, -1.3120], [-1.0194, 1.8610, -2.9717], [-0.3894, 0.4564, -2.0111], [-2.3698, -0.9338, -2.9118], [-3.5238, 0.5159, -2.8061], [-2.3463, 0.4640, -4.2115], [7.2628, -0.4478, -3.3452], [5.9772, -0.1395, -3.1697], [5.5653, 0.9238, -2.2287], [4.3925, 1.2042, -2.0665], [6.6328, 1.6324, -1.4918], [7.9189, 1.3239, -1.6674], [8.3301, 0.2611, -2.6080], [9.5049, -0.0197, -2.7704], [7.5823, -1.2240, -4.0295], [5.1830, -0.6484, -3.7020], [6.3134, 2.4085, -0.8074], [8.7134, 1.8323, -1.1355], [11.8547, 1.4136, -3.7666], [12.8224, 1.3054, -4.6793], [13.9866, 2.2156, -4.6754], [14.8688, 2.1184, -5.5092], [14.0393, 3.2501, -3.6206], [13.0730, 3.3596, -2.7080], [11.9080, 2.4493, -2.7113], [11.0273, 2.5491, -1.8765], [10.9933, 0.7538, -3.7560], [12.7999, 0.5531, -5.4581], [14.8995, 3.9078, -3.6323], [13.0963, 4.1123, -1.9295], [-0.3025, 5.5283, -4.0204], [0.0425, 6.5370, -4.8224], [1.1004, 6.3783, -5.8423], [1.4175, 7.2989, -6.5735], [1.7598, 5.0587, -5.9404], [1.4149, 4.0502, -5.1387], [0.3569, 4.2092, -4.1187], [0.0396, 3.2895, -3.3877], [-1.0746, 5.6269, -3.2672], [-0.4309, 7.5093, -4.7640], [2.5319, 4.9598, -6.6933], [1.8883, 3.0778, -5.1968], [-8.7396, -3.7259, 6.5005], [-7.7585, -3.8020, 5.6007], [-6.5982, -2.8883, 5.6529], [-5.7035, -2.9570, 4.8298], [-6.5662, -1.8885, 6.7413], [-7.5475, -1.8124, 7.6412], [-8.7080, -2.7260, 7.5891], [-9.6035, -2.6590, 8.4112], [-9.5972, -4.3866, 6.4768], [-7.7659, -4.5287, 4.7977], [-5.7087, -1.2280, 6.7654], [-7.5398, -1.0857, 8.4440]], "forces_ev_per_angstrom": [[-0.077, -0.028, -0.228], [0.925, -1.532, 0.419], [0.606, -0.016, -0.419], [0.958, -0.466, -0.838], [1.820, 1.492, 0.284], [0.308, 1.511, 0.851], [-3.344, 0.591, -0.372], [5.857, -0.715, 7.561], [-2.111, 2.387, -3.560], [-2.424, -1.747, -3.826], [-1.563, -1.075, -0.739], [-0.516, -2.054, 1.864], [-0.953, -0.136, -2.498], [0.341, 1.833, 1.296], [-4.026, 4.247, 4.960], [0.234, -3.429, -2.809], [5.286, -2.295, -3.055], [2.131, 3.470, 0.627], [0.156, 0.312, -0.331], [-2.418, 0.809, -1.444], [-5.120, -4.775, 3.874], [2.944, 4.981, -1.851], [3.045, -1.634, -0.924], [-0.785, -3.483, -4.776], [0.956, 5.017, 3.833], [1.537, -2.020, 1.910], [-0.388, -1.556, -0.101], [-0.672, -0.505, -0.361], [1.141, -1.924, -0.060], [0.435, -0.366, -1.035], [0.422, -0.156, 0.300], [-1.065, 0.129, 1.283], [0.830, 0.422, -1.060], [-1.030, -0.074, 0.870], [1.314, -0.152, 1.183], [0.086, 1.893, -1.478], [-2.505, 1.563, 0.507], [-0.916, -0.549, 0.372], [4.067, -2.556, -1.000], [-0.951, 0.506, -2.408], [-0.138, -1.939, 1.050], [-0.298, 0.576, -1.698], [-0.331, 0.377, 0.398], [1.572, 0.047, -0.680], [-1.346, 0.196, -0.875], [0.083, 1.791, 0.637], [0.033, -1.482, -0.470], [-1.849, 0.183, 0.140], [-1.530, 0.477, 1.109], [0.458, 1.659, -0.403], [-1.340, -1.207, 0.732], [0.270, 1.032, 1.648], [-1.211, -0.800, -1.423], [-0.621, -2.045, 0.771], [0.226, -1.213, -1.532], [1.183, 0.381, -0.010], [0.486, 0.733, -0.863], [0.889, 1.089, -1.323], [1.058, 0.757, 1.517], [-1.514, -0.283, 0.621], [0.134, 1.479, 1.281], [-1.279, 1.014, 0.773], [-0.978, -0.634, -1.075], [-0.925, 1.520, -0.419], [0.467, -0.609, -1.739], [1.440, -1.262, 0.062], [-0.219, 0.112, 1.606], [-1.377, 1.178, 0.179], [0.680, -0.716, -1.725], [1.381, 0.197, -1.259], [-0.426, 1.952, 0.151], [-1.507, -0.116, 0.696], [0.254, -1.585, -0.432], [1.265, -0.808, 1.198], [0.160, 1.586, 1.173], [-1.424, -0.659, -0.662], [1.562, -0.718, 1.253], [-0.794, -1.615, 2.093], [-1.478, 0.579, 0.003], [-0.101, 1.578, -0.404], [1.848, -0.568, -0.396], [0.080, -0.711, 1.895], [-0.287, -0.058, -0.112], [0.236, -0.225, -0.184], [-0.481, 0.192, 0.132], [0.395, -0.070, -0.188], [0.299, 0.021, 0.041], [-0.150, 0.206, 0.244], [0.275, -0.031, 0.034], [-0.600, -0.237, 0.101], [0.030, 0.008, 0.018], [-0.021, 0.025, 0.041], [-0.043, -0.028, -0.006], [0.046, -0.044, -0.083], [0.043, -0.239, -0.420], [-0.211, 0.024, 0.192], [0.301, -0.153, -0.383], [-0.201, 0.069, 0.235], [-0.118, 0.185, 0.288], [0.313, 0.140, -0.086], [-0.347, -0.061, 0.261], [0.280, 0.131, -0.201], [0.275, 0.193, 0.033], [0.034, 0.030, -0.002], [0.005, -0.026, -0.036], [-0.033, -0.025, 0.004], [-0.111, 0.346, -0.052], [-0.161, -0.142, 0.226], [0.080, 0.390, -0.244], [-0.063, -0.256, 0.170], [0.050, -0.333, 0.093], [0.227, 0.112, -0.281], [-0.134, -0.337, 0.295], [0.666, 0.865, -0.609], [0.019, -0.076, 0.027], [0.036, -0.006, -0.029], [-0.014, 0.047, -0.004], [-0.032, -0.003, 0.050], [0.142, -0.156, -0.278], [-0.271, -0.179, 0.067], [0.312, 0.110, -0.210], [-0.280, -0.148, 0.186], [-0.098, 0.173, 0.222], [0.281, 0.086, -0.119], [-0.315, 0.092, 0.335], [0.226, -0.058, -0.223], [-0.006, 0.032, 0.025], [0.035, 0.044, -0.015], [0.019, -0.057, 0.047], [-0.029, -0.016, -0.021]], "lowdin_charge": [-0.12, -0.23, -0.21, -0.19, -0.12, -0.26, -0.24, 0.83, -0.31, -0.30, -0.20, -0.57, 0.06, 0.11, -0.65, -0.05, -0.17, -0.49, 1.17, 0.04, -0.35, 0.13, 0.05, -0.33, 0.12, 0.01, -0.24, -0.10, -0.18, -0.19, -0.20, -0.21, -0.19, -0.17, -0.21, -0.08, -0.41, -0.01, 0.07, -0.23, -0.15, -0.16, -0.09, 0.07, 0.06, 0.08, 0.10, 0.09, 0.10, 0.07, 0.11, 0.10, 0.13, 0.13, 0.13, 0.09, 0.09, 0.12, 0.11, 0.08, 0.11, 0.11, 0.08, 0.11, 0.12, 0.10, 0.11, 0.11, 0.12, 0.12, 0.12, 0.12, 0.14, 0.09, 0.10, 0.08, 0.12, 0.08, 0.09, 0.07, 0.07, 0.08, 0.02, 0.03, -0.38, 0.10, 0.03, 0.03, -0.36, 0.07, 0.12, 0.12, 0.13, 0.11, 0.03, 0.02, -0.39, 0.10, 0.02, 0.02, -0.37, 0.10, 0.09, 0.12, 0.12, 0.12, 0.04, 0.02, -0.39, 0.10, 0.02, 0.03, -0.35, 0.08, 0.13, 0.12, 0.12, 0.12, 0.02, 0.03, -0.35, 0.11, 0.04, 0.03, -0.39, 0.10, 0.12, 0.12, 0.12, 0.13], "homo_ev": -5.26, "orbital_gap_ev": 4.6, "total_charge": -1, "lumo_ev": -0.6824}

=====

Entry 3:
{"formula": "C10H9BrN2O3", "method": "the ωB97M-V functional and the def2-TZVPD basis", "elements": ["H", "N", "C", "C", "C", "C", "N", "C", "O", "C", "C", "C", "O", "Br", "C", "C", "O", "H", "H", "H", "H", "H", "H", "H", "H"], "positions_angstrom": [[3.1165, -2.6902, -0.0595], [2.8397, -1.7960, 0.3564], [3.1081, -0.8652, -0.4524], [2.8292, 0.6229, -0.0837], [1.3032, 0.7916, -0.0818], [0.6019, 0.4725, 1.0054], [1.1941, 0.0037, 2.2244], [-0.9339, 0.6310, 0.8956], [-1.5881, 1.0648, 1.7859], [-1.5101, 0.2201, -0.4823], [-2.8148, -0.5730, -0.6560], [-4.0231, -0.0028, 0.1096], [-4.1386, 1.0759, 0.5067], [-5.5096, -1.2789, 0.4199], [-0.8062, 0.5464, -1.5623], [0.5156, 1.3020, -1.2986], [0.8702, 2.2209, -1.9586], [3.5774, -1.1158, -1.4302], [3.2267, 0.7766, 0.9328], [3.2915, 1.2749, -0.8439], [0.6085, 0.3589, 2.9897], [1.0080, -1.0054, 2.2403], [-3.0241, -0.7273, -1.7328], [-2.6275, -1.5890, -0.2421], [-1.1149, 0.2814, -2.5826]], "forces_ev_per_angstrom": [[-0.136, 0.127, 0.199], [-0.048, -0.286, -0.072], [0.439, 0.539, -0.236], [-0.534, -0.821, -0.846], [0.469, 0.135, -0.060], [-0.859, 0.023, -0.302], [-1.315, 0.076, -0.009], [1.318, -0.664, -1.414], [-0.750, 0.030, 1.068], [-0.736, 0.019, -0.168], [0.506, -0.654, 0.931], [0.506, -1.455, -1.008], [-0.173, 1.770, 0.501], [0.308, -0.129, -0.208], [1.005, 0.343, 0.502], [-0.598, -1.969, 1.033], [0.624, 0.950, -0.986], [-0.260, 0.562, 0.383], [-0.207, 0.123, -0.479], [-0.147, -0.151, 0.505], [0.245, 0.038, -0.165], [0.618, 0.177, 0.008], [-0.173, 0.279, 0.626], [-0.274, 0.481, -0.223], [0.174, 0.459, 0.420]], "lowdin_charge": [0.05, 0.09, -0.22, -0.09, -0.10, -0.20, 0.10, -0.26, 0.15, -0.13, -0.12, -0.79, 0.09, 0.64, 0.07, -0.32, 0.14, 0.11, 0.12, 0.11, 0.09, 0.09, 0.13, 0.12, 0.13], "homo_ev": -9.66, "orbital_gap_ev": 9.0, "lumo_ev": -0.6866, "smiles": "[H]/N=C/CC1=C(N)C(=O)C(CC(=O)Br)=CC1=O"}

=====

Entry 4:
{"formula": "C27H28NOPPtS2", "method": "the ωB97M-V functional and the def2-TZVPD basis", "elements": ["Pt", "C", "C", "C", "C", "N", "C", "C", "C", "C", "C", "C", "C", "H", "H", "H", "H", "H", "H", "H", "H", "S", "P", "S", "C", "C", "C", "C", "C", "C", "C", "C", "C", "C", "C", "C", "H", "H", "H", "H", "H", "H", "H", "H", "H", "H", "C", "C", "O", "C", "C", "H", "H", "H", "H", "H", "H", "H", "H", "H", "H"], "positions_angstrom": [[0.5403, 0.2535, -0.5091], [-0.3733, 4.3947, -1.7379], [0.7675, 5.0501, -1.2949], [1.6133, 4.4127, -0.4036], [1.3307, 3.1105, -0.0048], [0.2180, 2.4926, -0.4424], [-0.6184, 3.1191, -1.2659], [2.1832, 2.2851, 0.8568], [3.1335, 2.8158, 1.7261], [3.8719, 1.9785, 2.5446], [3.6639, 0.6064, 2.4926], [2.7290, 0.0775, 1.6117], [1.9821, 0.8996, 0.7787], [-1.0606, 4.8593, -2.4295], [1.0006, 6.0464, -1.6468], [2.5026, 4.9084, -0.0419], [-1.5188, 2.5828, -1.5484], [3.2910, 3.8867, 1.7733], [4.6028, 2.3916, 3.2275], [4.2369, -0.0508, 3.1349], [2.5782, -0.9963, 1.5760], [-4.1483, 0.5234, -1.8614], [-2.6823, -0.4269, -0.9670], [-1.0190, -0.6303, -2.1249], [-3.1504, -2.1027, -0.4022], [-3.8656, -2.2391, 0.7842], [-4.1987, -3.5011, 1.2493], [-3.8401, -4.6255, 0.5190], [-3.1757, -4.4870, -0.6913], [-2.8197, -3.2266, -1.1490], [-2.1983, 0.3998, 0.5972], [-1.1443, -0.1228, 1.3679], [-0.7424, 0.5514, 2.5197], [-1.3646, 1.7323, 2.8895], [-2.4212, 2.2287, 2.1391], [-2.8314, 1.5667, 0.9887], [-4.1582, -1.3537, 1.3362], [-4.7403, -3.6107, 2.1802], [-4.0858, -5.6147, 0.8839], [-2.9292, -5.3637, -1.2768], [-2.2782, -3.1124, -2.0792], [-0.7975, -1.1378, 1.1854], [0.0587, 0.1447, 3.1230], [-1.0336, 2.2595, 3.7752], [-2.9281, 3.1337, 2.4486], [-3.6451, 1.9524, 0.3863], [1.2726, -3.2468, 0.1291], [1.5351, -3.0000, -1.3415], [2.0286, -1.6781, -1.4988], [2.3002, -1.3485, -2.8570], [2.7641, 0.0919, -2.9406], [0.6975, -4.1613, 0.2664], [0.7005, -2.4066, 0.5277], [2.2090, -3.3163, 0.6827], [0.6098, -3.1185, -1.9176], [2.2766, -3.7089, -1.7285], [1.3933, -1.4940, -3.4563], [3.0718, -2.0277, -3.2379], [2.0782, 0.7122, -2.3511], [2.7635, 0.4360, -3.9736], [3.7638, 0.2046, -2.5217]], "forces_ev_per_angstrom": [[1.280, 1.076, 0.175], [0.029, 0.104, 0.193], [-0.016, -0.104, 0.037], [-0.083, 0.077, 0.033], [-0.029, 0.099, 0.071], [0.449, -1.153, -0.486], [-0.379, -0.014, -0.157], [0.173, -0.093, 0.043], [-0.024, 0.048, -0.074], [0.043, 0.017, 0.055], [0.002, 0.030, -0.090], [0.053, -0.170, -0.063], [-0.673, -0.215, -0.281], [-0.036, -0.027, 0.019], [-0.006, 0.010, 0.009], [0.036, -0.049, -0.019], [0.123, -0.129, -0.091], [-0.014, 0.010, 0.035], [-0.008, 0.014, -0.007], [-0.017, -0.012, 0.008], [0.021, 0.013, -0.006], [0.052, -0.113, 0.189], [-0.767, 0.044, -0.174], [0.145, 0.188, 0.083], [0.105, 0.237, -0.031], [0.028, -0.030, -0.063], [-0.042, -0.010, 0.045], [-0.030, -0.064, -0.068], [0.021, -0.011, 0.007], [-0.015, -0.034, 0.081], [0.221, -0.239, -0.183], [-0.679, -0.070, 0.478], [0.058, -0.211, -0.076], [0.008, 0.075, 0.024], [0.096, 0.023, -0.029], [0.009, 0.122, 0.016], [0.023, -0.030, 0.060], [0.007, 0.014, 0.005], [-0.043, 0.017, 0.017], [0.029, -0.001, 0.011], [0.017, 0.005, 0.001], [0.063, 0.109, -0.046], [0.014, 0.017, 0.004], [-0.017, -0.018, 0.019], [0.011, 0.015, -0.012], [0.003, -0.046, -0.034], [0.151, 0.134, -0.198], [-0.227, -0.282, 0.127], [-0.201, 0.619, 0.425], [0.031, 0.174, -0.301], [0.022, -0.235, 0.219], [0.007, -0.011, 0.034], [-0.061, -0.091, 0.034], [-0.020, -0.027, 0.048], [0.046, 0.077, -0.013], [0.002, 0.062, -0.030], [-0.007, -0.031, 0.077], [-0.043, -0.030, 0.043], [0.045, 0.085, -0.185], [0.001, 0.002, -0.013], [0.010, 0.032, 0.005]], "lowdin_charge": [0.79, -0.04, -0.05, 0.00, -0.22, 0.03, -0.10, -0.20, -0.04, -0.09, -0.08, -0.11, -0.23, 0.11, 0.11, 0.11, 0.10, 0.11, 0.10, 0.10, 0.09, 0.17, 0.04, 0.26, -0.38, -0.09, -0.08, -0.09, -0.09, -0.11, -0.42, -0.19, -0.08, -0.07, -0.07, -0.12, 0.11, 0.10, 0.10, 0.10, 0.07, 0.09, 0.11, 0.11, 0.10, 0.06, -0.06, -0.29, -0.25, -0.29, -0.07, 0.08, 0.04, 0.08, 0.10, 0.13, 0.09, 0.13, 0.03, 0.08, 0.08], "homo_ev": -7.50, "orbital_gap_ev": 6.9, "lumo_ev": -0.6269, "e_above_lowest_kj_mol": 93.8}